10
Properties=species:S:1:pos:R:3:forces:R:3 method="wB97M-V/def2-TZVPD" relative_energy_ev=1.858 max_force_ev_per_a=6.6 homo_lumo_gap_ev=10.05 homo_energy_ev=-10.3 total_charge=0 multiplicity=1 e_tot_ev=-10220.56890 lumo_energy_ha=-0.0093
H -2.6052 0.1204 0.8126 -0.65 -0.95 -0.98
N -2.0187 0.8254 1.1813 -1.04 0.48 0.91
C -0.8132 0.5580 1.2324 1.15 1.58 0.06
O -0.2046 -0.4815 0.6455 -0.20 -2.91 -0.75
N 1.2459 -0.5147 0.5771 1.82 0.62 0.74
O 1.7285 -1.5298 0.2592 -2.15 1.08 0.37
H -0.2300 1.3005 1.7455 1.10 -0.05 0.05
O 0.7967 0.1328 -1.8804 4.96 4.42 -0.09
H 0.3971 -0.5994 -2.1887 -2.21 -4.07 -1.77
H 1.7034 0.1884 -2.3845 -2.78 -0.20 1.45

***

14
Properties=species:S:1:pos:R:3:forces:R:3 method="wB97M-V/def2-TZVPD" relative_energy_ev=0.778 max_force_ev_per_a=4.2 homo_lumo_gap_ev=10.63 homo_energy_ev=-10.0 smiles=C[C@H](Br)C[SiH](Cl)Cl total_charge=0 multiplicity=1 e_tot_ev=-106191.71043 lumo_energy_ha=0.0226
C 1.1347 -1.2417 -0.0401 1.60 0.78 -3.12
C 1.0329 0.2580 -0.3733 -3.22 0.32 -1.02
Br 2.6710 1.1880 -0.1712 0.80 0.28 0.08
C -0.1460 1.0906 0.3995 0.79 -0.77 -1.51
Si -1.8093 0.0323 0.2374 1.27 3.75 -1.34
Cl -2.1879 -0.5410 -1.7361 0.09 0.32 0.75
Cl -3.2073 1.3540 0.9839 -0.14 -0.41 -0.23
H 1.3627 -1.4406 0.9659 0.52 -0.21 1.35
H 0.1521 -1.7108 -0.2763 1.00 -0.07 -0.26
H 2.0706 -1.5313 -0.7647 -2.56 -0.22 1.88
H 0.7467 0.2841 -1.5080 0.67 0.22 2.05
H -0.2255 2.0841 -0.1961 -0.09 -1.53 1.35
H 0.1595 1.2669 1.4864 -0.61 -0.17 -1.45
H -1.7542 -1.0926 0.9927 -0.12 -2.28 1.47

***

91
Properties=species:S:1:pos:R:3:forces:R:3 method="wB97M-V/def2-TZVPD" relative_energy_ev=0.427 max_force_ev_per_a=0.7 homo_lumo_gap_ev="6.70 / 7.00" homo_energy_ev="-7.2 / -7.7" total_charge=0 multiplicity=4 e_tot_ev=-386614.78574 lumo_energy_ha="-0.0179 / -0.0253"
Re -0.1105 1.4649 -1.0030 0.59 -0.32 0.04
S 1.3581 -0.0201 -2.1887 0.09 0.05 0.01
P 2.2046 -0.0904 -0.2885 0.21 0.00 -0.33
C 1.0031 0.7473 0.5547 -0.44 -0.07 0.19
P 0.2455 0.0764 1.9849 0.06 -0.11 0.08
S -1.0343 -1.3874 1.6644 -0.01 -0.02 0.04
C 1.6208 -0.4502 3.0647 0.11 0.02 0.05
C 1.7027 -1.7481 3.5514 0.06 0.02 0.05
C 2.7773 -2.1246 4.3516 -0.04 0.02 -0.03
C 3.7711 -1.2077 4.6645 -0.02 -0.02 0.00
C 3.6908 0.0957 4.1844 -0.03 -0.01 -0.03
C 2.6172 0.4719 3.3914 0.02 -0.01 0.00
C -0.5058 1.4400 2.9144 -0.19 0.01 -0.01
C -0.1019 2.7587 2.7397 0.02 0.05 0.11
C -0.6981 3.7754 3.4809 0.06 -0.02 -0.09
C -1.7021 3.4761 4.3882 -0.03 -0.02 0.02
C -2.1076 2.1572 4.5667 -0.01 0.04 0.01
C -1.5126 1.1427 3.8345 -0.05 0.03 -0.07
C 3.7687 0.8006 -0.4039 0.11 0.01 -0.01
C 3.9483 1.9594 0.3403 0.03 0.06 -0.05
C 5.1421 2.6669 0.2438 -0.04 -0.02 0.01
C 6.1473 2.2180 -0.5984 -0.01 -0.02 -0.01
C 5.9666 1.0614 -1.3522 -0.02 0.01 0.02
C 4.7804 0.3539 -1.2561 0.01 -0.02 0.03
C 2.6421 -1.7673 0.1886 0.00 -0.15 0.05
C 1.7287 -2.7916 -0.0630 0.04 -0.01 0.02
C 2.0009 -4.0799 0.3701 0.01 0.06 -0.02
C 3.1787 -4.3460 1.0579 0.01 0.00 0.01
C 4.0858 -3.3273 1.3174 -0.02 0.02 -0.02
C 3.8204 -2.0355 0.8853 -0.03 -0.05 -0.02
H 0.9244 -2.4545 3.2872 0.01 0.00 0.01
H 2.8393 -3.1406 4.7258 -0.01 0.05 -0.02
H 4.6065 -1.5037 5.2893 -0.04 0.01 -0.03
H 4.4603 0.8178 4.4334 -0.04 -0.04 -0.01
H 2.5478 1.4915 3.0247 0.00 -0.07 0.05
H 0.6632 2.9938 2.0088 0.01 0.02 -0.03
H -0.3882 4.8036 3.3304 -0.01 -0.03 0.00
H -2.1786 4.2715 4.9498 0.02 -0.03 -0.02
H -2.9006 1.9234 5.2686 0.05 0.01 -0.05
H -1.8485 0.1176 3.9436 0.03 0.04 -0.02
H 3.1404 2.3114 0.9717 0.04 -0.01 -0.03
H 5.2794 3.5724 0.8219 0.00 -0.03 -0.02
H 7.0744 2.7725 -0.6770 -0.02 -0.02 0.00
H 6.7505 0.7172 -2.0161 -0.04 0.01 0.03
H 4.6383 -0.5469 -1.8444 -0.01 0.03 0.02
H 0.8027 -2.5669 -0.5798 0.07 -0.01 0.02
H 1.2910 -4.8752 0.1797 0.02 0.02 0.01
H 3.3884 -5.3536 1.3983 -0.01 0.05 -0.02
H 4.9966 -3.5353 1.8657 -0.03 0.02 -0.02
H 4.5212 -1.2382 1.1021 -0.02 -0.02 0.00
Br -5.2852 4.8568 2.0999 0.03 0.00 -0.01
C -3.6554 4.4478 1.2499 0.00 -0.13 -0.04
C -2.6749 5.4213 1.0721 0.13 -0.01 -0.04
Br -2.9327 7.1760 1.7082 -0.01 -0.03 -0.02
C -1.4680 5.0920 0.4420 -0.03 0.19 0.09
Br -0.0513 6.3069 0.2039 -0.05 0.03 0.03
C -1.2527 3.7984 0.0199 0.65 0.04 -0.22
O -0.0962 3.3585 -0.5288 -0.48 0.47 0.09
C -2.2212 2.8291 0.2126 -0.09 -0.60 -0.16
O -1.8789 1.5852 -0.1962 -0.39 0.25 0.37
C -3.4250 3.1404 0.8032 -0.17 0.07 0.13
Br -4.6686 1.7406 0.9637 -0.05 0.01 0.03
C -1.0139 -3.0921 -4.7204 0.01 -0.01 0.01
C -1.8316 -2.1877 -5.6414 0.11 0.04 0.00
C -2.7378 -1.2441 -4.8677 0.20 0.07 0.00
N -1.9071 -0.2394 -4.1802 -0.05 -0.20 -0.20
C -2.2670 0.7683 -3.4113 0.05 0.16 0.20
S -1.1959 2.1187 -3.2203 -0.16 -0.07 -0.35
N -3.4718 0.8222 -2.8153 -0.19 -0.04 0.12
C -4.4707 -0.1618 -2.5104 0.01 0.06 -0.04
O -5.6187 0.1894 -2.5091 0.03 -0.01 0.02
C -4.0198 -1.5272 -2.1488 -0.06 0.10 0.20
C -2.7851 -1.7563 -1.5564 0.05 -0.09 0.12
C -2.4060 -3.0569 -1.2528 0.01 0.00 0.06
C -3.2566 -4.1137 -1.5454 -0.01 0.01 -0.01
C -4.5051 -3.8773 -2.1173 0.02 0.00 0.01
C -4.8927 -2.5818 -2.4090 -0.05 -0.08 0.06
H -0.3567 -3.7478 -5.2944 -0.04 0.04 0.02
H -1.6730 -3.7169 -4.1108 0.05 0.05 -0.05
H -0.3871 -2.5131 -4.0343 -0.05 -0.03 -0.05
H -2.4602 -2.7862 -6.3022 0.00 -0.03 0.02
H -1.1714 -1.6040 -6.2933 -0.03 -0.03 0.01
H -3.3063 -1.8182 -4.1443 0.07 0.01 -0.17
H -3.4371 -0.7240 -5.5243 -0.01 0.05 -0.06
H -0.9619 -0.1408 -4.5174 0.10 -0.03 -0.08
H -3.7154 1.7359 -2.4603 -0.02 0.10 0.03
H -2.1336 -0.9342 -1.2853 -0.02 0.01 0.02
H -1.4545 -3.2348 -0.7633 -0.11 0.04 -0.02
H -2.9553 -5.1275 -1.3093 -0.02 0.03 -0.01
H -5.1744 -4.7025 -2.3276 0.03 0.03 0.01
H -5.8598 -2.3676 -2.8474 0.03 -0.01 0.02

***

89
Properties=species:S:1:pos:R:3:forces:R:3 method="wB97M-V/def2-TZVPD" relative_energy_ev=0.332 max_force_ev_per_a=0.6 homo_lumo_gap_ev="3.99 / 4.36" homo_energy_ev="-9.6 / -9.6" total_charge=+1 multiplicity=2 e_tot_ev=-219382.71046 lumo_energy_ha="-0.2056 / -0.1925"
Mo -1.3615 -0.6182 -0.1057 -0.22 0.10 -0.51
O -3.6006 0.8169 -3.2866 -0.04 0.03 -0.10
C -3.1275 0.5892 -2.2166 0.06 -0.13 0.05
N -2.2379 -0.4681 -1.9068 0.18 0.03 0.02
C -1.7866 -1.3152 -2.9501 0.08 0.07 0.22
O -1.8123 -1.1178 -4.1235 -0.26 0.02 -0.18
C -1.2282 -2.5726 -2.3617 -0.02 0.04 0.06
C -0.9201 -3.6801 -3.1175 0.05 -0.04 -0.04
C -0.4546 -4.8087 -2.4597 0.00 0.00 -0.01
C -0.3111 -4.7807 -1.0793 0.01 -0.01 -0.02
C -0.6306 -3.6278 -0.3908 0.11 0.07 0.01
N -1.0808 -2.5443 -1.0354 -0.14 -0.04 0.07
C -3.4610 1.3597 -0.9866 0.02 -0.01 0.05
C -4.3729 2.3861 -1.0111 -0.01 0.03 -0.02
C -4.6343 3.0602 0.1708 -0.01 0.02 0.01
C -3.9679 2.6780 1.3220 -0.02 0.02 -0.01
C -3.0643 1.6368 1.2679 -0.01 -0.02 -0.06
N -2.8220 0.9767 0.1280 0.01 -0.01 0.08
H -1.0534 -3.6329 -4.1892 0.00 0.00 0.00
H -0.2105 -5.7037 -3.0157 0.00 0.00 0.00
H 0.0424 -5.6425 -0.5323 0.00 0.00 0.00
H -0.5295 -3.5516 0.6828 -0.02 0.00 0.00
H -4.8448 2.6368 -1.9504 0.00 0.00 0.00
H -5.3397 3.8794 0.1904 0.00 0.00 0.00
H -4.1251 3.1895 2.2601 0.00 0.00 0.00
H -2.5171 1.3295 2.1438 0.01 0.04 -0.01
C 0.5536 0.5988 3.7572 -0.03 0.00 0.03
C 0.5023 0.0645 2.3637 -0.11 -0.14 -0.02
N -0.6476 -0.4569 1.9305 0.09 0.21 0.02
N -1.5697 -0.5770 2.9606 -0.03 0.02 -0.01
C -2.6441 -1.2112 2.6675 -0.09 0.00 0.08
S -2.9448 -1.9205 1.0997 0.34 -0.11 -0.03
S -3.9198 -1.4683 3.8164 -0.01 0.03 -0.03
C -3.2524 -0.6889 5.3183 0.03 -0.01 0.01
C -2.5141 -1.6195 6.2448 0.01 0.01 -0.01
C -1.4694 -2.4237 5.7964 -0.01 0.00 0.00
C -0.7837 -3.2410 6.6802 0.00 0.00 0.00
C -1.1340 -3.2655 8.0241 0.00 0.00 0.00
C -2.1761 -2.4725 8.4761 0.00 0.00 0.00
C -2.8636 -1.6553 7.5890 0.00 0.00 0.00
C 1.6755 0.0856 1.5356 0.01 -0.05 -0.06
C 2.9489 0.3992 2.0582 0.03 0.01 -0.02
C 4.0704 0.3577 1.2692 -0.01 0.00 -0.04
C 3.9725 0.0023 -0.0819 0.00 0.01 0.04
C 2.7518 -0.3055 -0.6318 0.08 -0.02 -0.02
C 1.6204 -0.2517 0.1741 0.04 -0.05 0.03
O 0.4506 -0.4926 -0.4154 -0.23 0.01 0.27
H 0.4088 -0.2011 4.4849 0.01 0.01 0.00
H -0.2776 1.2918 3.8865 0.00 -0.01 0.01
H 1.4741 1.1264 3.9614 0.01 0.00 0.00
H -4.1262 -0.2693 5.8154 -0.01 -0.01 0.00
H -2.6244 0.1377 4.9879 0.00 0.01 0.00
H -1.1980 -2.4174 4.7476 0.00 0.00 0.01
H 0.0241 -3.8654 6.3211 0.00 0.00 0.00
H -0.5997 -3.9057 8.7130 0.00 0.00 0.00
H -2.4613 -2.4916 9.5194 0.00 0.00 0.00
H -3.6810 -1.0410 7.9481 0.00 0.00 0.00
H 3.0645 0.6586 3.0978 -0.01 -0.01 0.01
H 5.0326 0.6027 1.6960 0.01 -0.01 -0.01
H 4.8595 -0.0236 -0.7009 0.01 0.00 0.00
H 2.6323 -0.5594 -1.6762 -0.01 0.01 0.00
F -0.7245 1.8841 -1.4671 0.03 -0.02 0.02
P -0.0803 3.0886 -0.5297 -0.06 0.06 0.00
F 0.1623 3.9772 -1.8204 0.03 0.00 -0.04
F 1.3656 2.3934 -0.6749 -0.01 0.03 -0.02
F 0.5039 4.1824 0.4632 0.03 -0.03 -0.01
F -1.5717 3.6810 -0.3466 -0.01 -0.03 0.00
F -0.3743 2.0760 0.7655 0.04 -0.03 0.14
C 4.4363 -0.5852 -4.6466 0.05 -0.01 0.02
Ge 4.0040 1.3166 -4.8501 -0.05 0.05 0.00
C 5.4957 2.4141 -4.2179 0.02 -0.01 -0.04
C 3.5330 1.7273 -6.6971 0.02 -0.04 -0.03
C 2.4511 1.7354 -3.7212 0.01 -0.02 0.11
Se 0.9626 0.4875 -3.9657 0.07 -0.01 -0.17
C -0.3000 1.7662 -4.7137 0.03 -0.02 0.08
H 4.8477 -0.9831 -5.5747 0.02 0.00 0.02
H 3.5394 -1.1590 -4.4095 -0.02 -0.01 -0.02
H 5.1770 -0.7388 -3.8591 -0.03 0.00 0.00
H 6.4263 2.1446 -4.7188 -0.02 0.00 0.00
H 5.6348 2.2784 -3.1441 0.00 0.00 0.00
H 5.3023 3.4708 -4.4034 0.00 0.00 0.01
H 4.3822 1.5760 -7.3644 -0.01 0.00 0.02
H 3.2095 2.7648 -6.7845 0.01 0.00 0.00
H 2.7197 1.0806 -7.0283 -0.01 0.01 0.01
H 2.0610 2.7265 -3.9548 0.01 -0.01 -0.01
H 2.7208 1.7562 -2.6661 -0.05 0.00 0.02
H 0.0926 2.1379 -5.6562 0.00 0.01 -0.02
H -0.4422 2.5804 -4.0074 -0.02 -0.01 0.02
H -1.2370 1.2445 -4.8879 -0.02 -0.02 0.00